[1]
This record from OMol25 describes a molecular structure, CH5BO. The level of theory is ωB97M-V with the def2-TZVPD basis set.

ORCA input file:
```
! wB97M-V def2-TZVPD RIJCOSX def2/J DEFGRID3
* xyz 0 1
B -0.080 -0.777 0.112
C 0.774 0.591 0.141
O -1.109 0.399 0.173
H -0.208 -1.585 -0.835
H -0.037 -1.391 1.037
H 0.802 0.959 -0.938
H 1.175 1.259 0.994
H -1.318 0.545 -0.683
*
```

Summary:
LUMO energy in eV: -0.10
ΔE to the lowest compared entry with this formula, charge and spin in kcal/mol: 91.0
Gap between HOMO and LUMO in eV: 10.14
F_max in eV/Å: 5.522

---

[2]
This record from OMol25 describes CH3N5S2 in the gas phase. The level of theory is ωB97M-V with the def2-TZVPD basis set.

ORCA input file:
```
! wB97M-V def2-TZVPD RIJCOSX def2/J DEFGRID3
* xyz 0 1
C 0.044 -0.471 -0.112
H -3.375 -1.002 0.021
H 1.240 -2.245 -0.137
H -0.264 2.547 1.108
N -1.139 -0.957 -0.122
N 1.186 -1.241 -0.119
N 2.318 -0.509 -0.102
N 2.008 0.713 -0.103
N 0.620 0.802 -0.115
S -2.527 0.037 -0.121
S -0.110 2.325 -0.198
*
```

Summary:
LUMO energy in eV: 0.57
ΔE to the lowest compared entry with this formula, charge and spin in kcal/mol: 0.0
Gap between HOMO and LUMO in eV: 8.55
Structure (SMILES): S/N=c1/[nH]nnn1S
F_max in eV/Å: 0.902

---

[3]
This record from OMol25 describes 10 unconnected molecules or ions with the total composition C24H51F3N10O14. The level of theory is ωB97M-V with the def2-TZVPD basis set.

ORCA input file:
```
! wB97M-V def2-TZVPD RIJCOSX def2/J DEFGRID3
* xyz 0 1
C 5.650 -2.902 -1.669
C 4.379 -2.699 -2.465
O 4.012 -3.572 -3.187
N 3.598 -1.539 -2.371
O 2.246 -1.821 -2.653
C 1.430 -0.822 -2.281
O 1.390 0.240 -2.716
O 0.513 -1.194 -1.271
C -0.675 -1.613 -1.773
F -0.672 -1.722 -3.076
F -1.614 -0.803 -1.370
F -0.976 -2.812 -1.309
C 3.790 -0.790 -1.109
C 4.435 0.584 -1.244
O 3.510 -1.211 -0.054
H 5.680 -2.384 -0.703
H 5.710 -3.978 -1.476
H 6.546 -2.648 -2.246
H 4.671 0.815 -2.288
H 3.773 1.369 -0.861
H 5.346 0.528 -0.626
O -0.558 -4.341 3.838
C -0.229 -3.729 2.834
N -0.975 -3.779 1.702
C 1.015 -2.879 2.769
H -0.736 -3.291 0.859
H -1.810 -4.341 1.717
H 1.882 -3.505 2.972
H 0.951 -2.096 3.524
H 1.142 -2.412 1.792
O -4.761 4.352 -1.068
C -4.214 3.309 -1.392
N -3.502 2.585 -0.496
C -4.283 2.748 -2.786
H -3.038 1.725 -0.725
H -3.438 2.937 0.445
H -3.857 3.472 -3.480
H -5.322 2.565 -3.047
H -3.733 1.813 -2.875
O -2.392 -0.777 7.413
C -2.417 -1.824 6.785
N -1.849 -1.932 5.560
C -3.074 -3.069 7.322
H -1.849 -2.779 5.017
H -1.403 -1.113 5.182
H -4.128 -2.863 7.506
H -2.586 -3.342 8.257
H -2.996 -3.907 6.631
O -1.998 -2.911 13.050
C -1.690 -2.312 12.036
N -2.451 -2.384 10.911
C -0.455 -1.450 11.941
H -2.228 -1.903 10.056
H -3.281 -2.952 10.947
H 0.422 -2.064 12.140
H -0.518 -0.658 12.685
H -0.348 -0.996 10.955
O -6.837 6.658 -3.058
C -7.500 6.564 -2.037
N -7.031 5.921 -0.942
C -8.886 7.155 -1.917
H -7.557 5.830 -0.093
H -6.098 5.510 -0.989
H -9.529 6.709 -2.674
H -8.829 8.231 -2.080
H -9.324 6.973 -0.935
O 6.542 -1.572 -4.545
C 6.286 -2.246 -5.535
N 5.168 -3.000 -5.596
C 7.187 -2.285 -6.745
H 4.925 -3.566 -6.388
H 4.548 -2.986 -4.788
H 8.169 -2.648 -6.446
H 7.282 -1.278 -7.149
H 6.796 -2.938 -7.525
O 0.422 4.563 -1.363
C -0.025 4.296 -2.462
N -1.099 4.959 -2.971
C 0.560 3.221 -3.343
H -1.496 4.765 -3.871
H -1.513 5.680 -2.403
H 0.508 2.272 -2.821
H 1.601 3.461 -3.554
H 0.023 3.129 -4.288
O -4.942 0.153 -4.296
C -5.385 -0.126 -5.395
N -6.463 0.525 -5.908
C -4.786 -1.201 -6.268
H -6.856 0.322 -6.808
H -6.883 1.247 -5.346
H -4.826 -2.151 -5.737
H -3.747 -0.948 -6.478
H -5.318 -1.306 -7.213
O 6.440 0.245 1.036
C 7.598 0.253 1.420
N 8.580 -0.356 0.706
C 8.026 0.929 2.696
H 9.543 -0.369 0.990
H 8.320 -0.814 -0.152
H 7.493 0.478 3.532
H 7.778 1.987 2.637
H 9.098 0.830 2.872
*
```

Summary:
LUMO energy in eV: -0.02
ΔE to the lowest compared entry with this formula, charge and spin in kcal/mol: 13.5
Gap between HOMO and LUMO in eV: 9.03
Structure (SMILES): CC(=O)N(OC(=O)OC(F)(F)F)C(C)=O.CC(N)=O.CC(N)=O.CC(N)=O.CC(N)=O.CC(N)=O.CC(N)=O.CC(N)=O.CC(N)=O.CC(N)=O
F_max in eV/Å: 3.266

---

[4]
This record from OMol25 describes C19H24O7 in the gas phase. The level of theory is ωB97M-V with the def2-TZVPD basis set.

ORCA input file:
```
! wB97M-V def2-TZVPD RIJCOSX def2/J DEFGRID3
* xyz 0 1
C -3.013 1.022 0.786
H -3.394 1.124 1.797
H -3.814 1.190 0.073
H -2.226 1.753 0.635
C -2.465 -0.389 0.585
C -3.432 -1.427 1.173
H -3.070 -2.436 0.995
H -3.513 -1.270 2.244
H -4.408 -1.312 0.711
O -1.187 -0.519 1.192
C -0.354 -1.305 0.371
O 0.870 -0.696 0.131
C 0.994 0.173 -0.978
C 0.145 1.454 -0.878
H -0.894 1.253 -1.144
H 0.571 2.207 -1.552
O 0.121 1.948 0.445
C 1.248 2.514 0.910
O 2.205 2.758 0.216
C 1.143 2.818 2.354
C 1.993 3.772 2.908
C 1.918 4.063 4.256
C 1.003 3.397 5.057
C 0.167 2.436 4.511
C 0.230 2.142 3.161
H -0.400 1.381 2.727
H -0.535 1.912 5.142
H 0.947 3.624 6.112
H 2.573 4.806 4.686
H 2.701 4.273 2.265
C 0.705 -0.550 -2.300
O 1.799 -1.370 -2.629
C 1.320 -2.620 -3.086
C 2.252 -3.722 -2.595
H 2.329 -3.664 -1.513
H 3.235 -3.585 -3.032
H 1.849 -4.689 -2.878
C 1.197 -2.625 -4.616
H 0.519 -1.838 -4.939
H 2.174 -2.453 -5.056
H 0.808 -3.584 -4.945
O 0.047 -2.789 -2.484
C -0.500 -1.519 -2.221
C -1.223 -1.588 -0.877
O -2.248 -0.625 -0.797
H -1.644 -2.603 -0.807
H -1.256 -1.259 -2.978
H 0.546 0.201 -3.089
H 2.056 0.442 -0.959
H -0.092 -2.228 0.909
*
```

Summary:
LUMO energy in eV: 0.68
ΔE to the lowest compared entry with this formula, charge and spin in kcal/mol: 7.3
Gap between HOMO and LUMO in eV: 10.19
Structure (SMILES): CC1(C)O[C@@H]2O[C@H](COC(=O)c3ccccc3)[C@H]3OC(C)(C)O[C@H]3[C@@H]2O1
F_max in eV/Å: 0.721